The molecule C5H8O2. Source: the OMol25 dataset; level of theory: ωB97M-V with the def2-TZVPD basis set.

Structure (ORCA input):
```
! wB97M-V def2-TZVPD RIJCOSX def2/J DEFGRID3
* xyz 0 1
O 2.075 0.832 1.280
C 1.110 0.161 1.032
C 0.729 -1.305 1.292
C -0.106 -1.193 -0.002
C -0.155 0.338 0.170
C -0.338 1.213 -1.052
O -1.735 1.203 -1.315
H 1.514 -2.061 1.363
H 0.080 -1.376 2.174
H -1.063 -1.708 -0.065
H 0.513 -1.446 -0.871
H -0.964 0.584 0.872
H 0.029 2.233 -0.878
H 0.219 0.788 -1.901
H -1.907 1.738 -2.099
*
```

Computed properties:
* relative energy (zero: lowest compared OMol25 entry of this formula, charge and spin): 30.0 kcal per mole
* E: -345.7571 a.u.
* SMILES: O=C1CC[C@@H]1CO